The ion C6H11N2S with charge +1 at a distorted geometry. Source: the Open Molecules 2025 dataset; level of theory: wB97M-V/def2-TZVPD.

Geometry (Å):
C1 1.38717 0.66971 2.84691
C2 2.49701 1.02842 2.17440
C3 -0.99443 1.04357 -0.56551
C4 -1.13974 -1.21950 0.19873
C5 0.64978 -0.81074 -1.48931
C6 -0.09334 -0.14813 -0.36003
N1 0.41045 0.20923 1.95710
N2 0.77474 0.23880 0.73973
S1 2.31119 0.76552 0.45062
H1 1.27340 0.59468 3.91275
H2 3.30859 1.67075 2.60709
H3 -1.24296 1.38829 0.44453
H4 -0.60252 1.84167 -1.11393
H5 -1.96441 0.81460 -0.92759
H6 -1.05099 -2.26793 -0.09570
H7 -0.87893 -1.38656 1.31243
H8 -2.07904 -0.78905 0.08180
H9 1.39681 -1.58247 -1.18576
H10 -0.07294 -1.32343 -2.03698
H11 1.06798 -0.10392 -2.20508

Atomic forces in eV per Å
-1.2 -1.2 -2.3
1.5 1.7 -1.1
-0.2 0.4 1.1
3.1 -1.0 3.1
1.6 0.9 0.0
-2.8 -2.6 0.4
0.3 0.3 1.4
1.3 -0.2 1.6
0.8 0.8 1.9
-0.4 0.2 0.1
-0.5 -1.2 -0.7
0.2 0.2 -0.1
0.9 1.3 -0.9
-0.6 -0.5 -1.0
0.0 0.4 -1.1
-1.1 0.6 -1.6
-1.7 0.0 0.0
-0.5 0.8 0.0
-1.2 -0.9 -1.0
0.5 0.1 0.1

Results
* ΔE to the lowest compared entry with this formula, charge and spin: 3.2590 eV
* HOMO-LUMO gap: 9.855 eV
* HOMO energy: -15.11 eV
* multiplicity: 1
* total charge: +1
* max |F|: 0.0874 Eh/bohr